Below is 2 unconnected molecules or ions with the total composition C5H14NO at a distorted geometry, with properties calculated with ωB97M-V with the def2-TZVPD basis set.

Structure (XYZ):
```
21
Properties=species:S:1:pos:R:3:forces:R:3:lowdin_charge:R:1
C -1.3504 -1.8172 0.9377 0.5 0.4 -0.6 -0.080
C -0.6584 -0.9626 -0.1143 0.0 0.0 0.5 -0.355
N -0.3886 0.4280 0.4364 0.4 0.2 -0.8 0.027
C 1.0552 0.4941 0.7132 0.5 -0.1 0.7 -0.227
C 1.7413 -0.3578 -0.3169 0.1 -0.2 -0.9 -0.174
C 0.7262 -1.4780 -0.5750 -0.5 -0.7 0.7 -0.145
H -2.1457 -1.2631 1.4151 -0.4 -0.1 0.0 0.053
H -0.6145 -2.0678 1.6785 0.3 -0.2 0.6 0.070
H -1.6879 -2.7349 0.4758 -0.3 -0.2 0.0 0.081
H -1.2669 -0.8175 -1.0025 -0.3 0.1 0.2 0.110
H -0.8704 0.7856 1.3058 -0.6 -0.5 -0.3 0.067
H -0.6453 1.0737 -0.3313 0.2 0.6 0.3 0.086
H 1.4040 1.5122 0.8553 -0.1 0.2 -0.3 0.107
H 1.1643 -0.0082 1.6774 0.1 0.1 0.1 0.116
H 1.9421 0.1116 -1.2830 0.0 0.5 0.3 0.105
H 2.7048 -0.6846 0.0847 -0.1 -0.2 -0.1 0.114
H 0.9825 -2.3829 -0.0187 0.0 0.1 0.2 0.112
H 0.5974 -1.8125 -1.5970 0.5 0.2 -0.4 0.106
H -0.3351 3.4097 -1.6838 0.0 0.0 0.0 0.018
H -1.6588 3.0722 -0.9644 0.0 0.0 0.1 0.003
O -0.7019 2.8875 -0.9544 0.0 0.0 0.0 -0.195
```
Positions in Å, forces in eV/Å.

Values from the calculation:
- 2S+1: 2
- HOMO (spin up / spin down): -2.74 / -11.59 eV
- Energy above the lowest of the compared OMol25 structures with the same formula, charge and spin: 39.0 kcal per mole
- Orbital gap (spin up / spin down): 3.61 / 12.26 eV